Entry 1:
{"formula": "C26H34N3SbSe4Si2TeTi", "method": "wB97M-V/def2-TZVPD", "species": ["Ti", "C", "C", "N", "C", "C", "C", "C", "C", "C", "C", "N", "C", "C", "C", "C", "C", "C", "C", "C", "N", "C", "H", "H", "H", "H", "H", "H", "H", "H", "H", "H", "H", "H", "Se", "Sb", "Se", "Se", "Se", "C", "Si", "C", "C", "C", "Te", "C", "Si", "C", "C", "C", "H", "H", "H", "H", "H", "H", "H", "H", "H", "H", "H", "H", "H", "H", "H", "H", "H", "H", "H", "H", "H", "H"], "coordinates": [[-0.33925, -1.35517, 0.63792], [-1.71033, 2.02739, 3.04392], [-0.92049, 1.36170, 2.13264], [-0.77487, 0.01887, 2.11266], [-1.43785, -0.70186, 3.07740], [-2.21790, -0.08439, 4.08949], [-2.36721, 1.31980, 4.04243], [-2.78795, -0.89508, 5.07948], [-2.66096, -2.26825, 5.02437], [-1.93964, -2.88490, 4.01860], [-1.29351, -2.11610, 3.04634], [-0.45614, -2.57170, 2.04657], [0.68968, -3.30226, 2.21749], [0.87016, -4.36706, 3.10892], [2.08801, -5.01269, 3.19131], [3.16508, -4.62445, 2.41927], [3.05001, -3.55100, 1.52584], [4.11429, -3.10039, 0.70779], [3.89498, -2.02825, -0.14562], [2.67178, -1.39682, -0.14157], [1.63814, -1.76277, 0.64916], [1.80627, -2.87019, 1.44280], [-1.81091, 3.10344, 2.96750], [-0.40369, 1.91324, 1.34531], [-2.99724, 1.82552, 4.76165], [-3.34604, -0.42863, 5.87906], [-3.12865, -2.87993, 5.78241], [-1.89265, -3.96056, 3.96162], [0.04749, -4.70804, 3.71897], [2.19709, -5.84968, 3.87053], [4.11195, -5.14556, 2.48837], [5.06537, -3.61585, 0.72525], [4.66651, -1.67878, -0.82284], [2.48133, -0.57979, -0.83579], [-3.35868, -2.01602, -4.05895], [-2.68611, -2.47650, -1.78579], [-2.54367, -0.65132, -0.02505], [-0.19742, -2.86479, -1.23280], [-3.98294, -4.34209, -0.89258], [4.27832, 2.23369, -1.97640], [2.45499, 2.30005, -1.40994], [1.95284, 4.14360, -1.45967], [2.45200, 1.79223, 0.43653], [1.39999, 1.25384, -2.55348], [-0.29842, 0.25182, -1.60074], [-1.41619, 2.12827, -1.69695], [-2.36360, 2.11235, -3.36100], [-4.13179, 1.43719, -3.11502], [-1.49027, 1.06812, -4.70464], [-2.42796, 3.91044, -4.03263], [4.92496, 2.79868, -1.31075], [4.38293, 2.65265, -2.97313], [4.65372, 1.21508, -2.01118], [2.77192, 4.76056, -1.09718], [1.08540, 4.34901, -0.83934], [1.71626, 4.47455, -2.46661], [2.49321, 2.65521, 1.09984], [3.29394, 1.14601, 0.67799], [1.54451, 1.23466, 0.68770], [1.99857, 0.46409, -3.00957], [1.00353, 1.86985, -3.35931], [-0.69213, 2.93248, -1.59297], [-2.10524, 2.18548, -0.85222], [-4.16708, 0.74460, -2.27298], [-4.44784, 0.86891, -3.98758], [-4.85515, 2.22657, -2.92677], [-1.23264, 0.08236, -4.30760], [-0.58464, 1.54058, -5.07869], [-2.15446, 0.87785, -5.54242], [-2.91628, 4.58679, -3.33782], [-2.99016, 3.91747, -4.95956], [-1.43727, 4.30591, -4.24001]], "atomic_forces_ev_per_a": [[0.326, 0.654, -0.383], [0.136, -0.032, -0.081], [0.080, 0.887, -0.377], [0.150, 0.015, 0.327], [-0.210, -0.465, 0.631], [0.075, -0.253, -0.112], [-0.082, 0.341, 0.052], [-0.080, -0.036, -0.012], [-0.068, -0.001, 0.182], [0.260, -0.070, -0.420], [-0.355, 0.410, 1.013], [0.127, -0.215, 0.723], [1.098, -0.741, 0.471], [-0.474, 0.260, -0.207], [0.416, -0.193, 0.052], [-0.003, -0.113, 0.032], [-0.354, 0.027, 0.101], [0.294, 0.017, -0.176], [-0.142, 0.007, 0.072], [0.359, 0.406, -0.739], [0.294, 0.168, 0.233], [0.187, -0.776, 0.675], [0.060, -0.013, -0.010], [-0.152, -0.163, 0.186], [-0.025, -0.019, 0.068], [-0.105, 0.065, 0.064], [-0.092, -0.066, 0.079], [0.014, -0.076, 0.008], [-0.036, 0.052, -0.023], [-0.007, -0.014, 0.047], [0.043, -0.032, 0.009], [0.027, -0.040, 0.044], [-0.047, 0.007, 0.040], [0.019, -0.186, 0.237], [0.242, 0.184, 0.016], [-0.262, -1.330, 0.198], [-2.255, 0.139, -0.326], [-0.479, -1.418, -1.354], [0.216, 0.329, 0.003], [-0.491, 0.061, 0.030], [0.517, 0.330, 0.541], [0.039, -0.507, -0.112], [-0.215, -0.026, -0.510], [0.435, 0.271, 0.450], [0.025, 1.662, -1.317], [0.038, -0.198, -0.322], [-0.048, -0.085, -0.276], [0.585, 0.217, 0.038], [-0.092, 0.185, 0.623], [-0.061, -0.607, 0.293], [0.078, 0.137, 0.188], [0.020, 0.094, -0.249], [-0.003, -0.250, 0.033], [0.164, 0.055, 0.119], [-0.172, -0.024, 0.142], [-0.041, 0.036, -0.249], [0.013, 0.196, -0.044], [0.075, -0.051, -0.030], [0.122, 0.040, 0.016], [0.011, -0.090, -0.019], [-0.106, 0.000, -0.086], [0.051, 0.198, -0.139], [0.044, -0.161, -0.025], [0.067, -0.015, -0.001], [0.032, -0.004, -0.073], [-0.086, 0.252, 0.065], [-0.075, 0.146, -0.116], [0.166, 0.163, -0.060], [-0.215, 0.112, -0.135], [-0.131, 0.120, 0.182], [-0.173, 0.045, -0.291], [0.233, -0.019, -0.010]], "charge": -2, "e_homo_ev": [-0.1, -1.8], "spin_multiplicity": 3, "s_squared": 2.073}



Entry 2:
{"formula": "C5H14N2O", "method": "wB97M-V/def2-TZVPD", "species": ["C", "C", "N", "C", "N", "C", "C", "O", "H", "H", "H", "H", "H", "H", "H", "H", "H", "H", "H", "H", "H", "H"], "coordinates": [[-2.63710, 0.34281, -1.42705], [-1.88993, 0.55350, -0.09686], [-2.60202, 0.40065, 1.20816], [-0.65353, -0.43055, -0.09801], [0.38869, 0.19795, -1.01471], [1.67201, -0.35746, -0.59377], [2.14670, -0.16251, 0.81204], [3.56163, -0.51649, 1.09661], [-1.90354, 0.10085, -2.20631], [-3.40488, -0.37538, -1.40532], [-3.16926, 1.27981, -1.66796], [-1.30617, 1.55233, 0.04972], [-3.55222, 0.09409, 1.11903], [-2.73439, 1.16797, 1.73139], [-0.89661, -1.27258, -0.74219], [-0.13502, -0.70101, 0.85888], [0.51704, 1.21972, -1.04301], [1.69212, -1.45545, -0.80520], [2.48743, -0.02759, -1.15938], [2.14680, 0.86977, 1.32710], [1.55751, -0.82263, 1.56122], [3.87247, -1.36300, 0.67681]], "atomic_forces_ev_per_a": [[0.677, 2.462, 0.468], [2.411, 0.127, 2.264], [-0.173, -3.416, -2.769], [0.492, 1.634, -1.617], [1.128, -0.284, 0.885], [0.001, -1.275, -0.406], [0.650, -0.590, 4.567], [-0.349, -0.671, -1.380], [-0.303, 0.177, 0.143], [-0.722, -1.359, 0.408], [0.325, -0.249, -0.255], [-1.475, -1.162, -0.938], [-0.371, -0.772, -0.517], [0.304, 3.822, 1.905], [-0.287, -0.772, 0.811], [-1.494, 0.340, -0.695], [-0.794, -0.559, 0.574], [-0.315, 0.515, 0.305], [1.017, 1.022, -1.498], [-0.485, -1.192, -1.535], [0.728, 1.025, -1.176], [-0.964, 1.176, 0.455]], "e_homo_ev": -8.8, "smiles": "C[C@@H](N)CNCCO", "spin_multiplicity": 1}



Entry 3:
{"formula": "C49H46MnN3O6STe", "method": "wB97M-V/def2-TZVPD", "species": ["Mn", "O", "C", "O", "C", "C", "C", "C", "C", "N", "C", "O", "O", "H", "H", "H", "H", "C", "C", "O", "N", "Te", "C", "C", "C", "C", "C", "C", "C", "C", "C", "C", "C", "C", "C", "C", "C", "C", "C", "C", "H", "H", "H", "H", "H", "H", "H", "H", "H", "H", "H", "H", "H", "H", "H", "H", "H", "H", "H", "H", "H", "H", "H", "H", "H", "C", "C", "C", "C", "C", "C", "N", "C", "C", "C", "C", "C", "C", "H", "H", "H", "H", "H", "H", "H", "H", "H", "H", "C", "C", "O", "S", "C", "C", "C", "C", "C", "C", "C", "C", "H", "H", "H", "H", "H", "H", "H"], "coordinates": [[2.18478, -1.23973, -0.22740], [3.08336, 1.25272, 4.23573], [2.93471, 1.05230, 2.89843], [1.97469, 1.42811, 2.27660], [4.13079, 0.34816, 2.31801], [5.28259, 0.20498, 3.07953], [6.40368, -0.34313, 2.46865], [6.32027, -0.72123, 1.13976], [5.09963, -0.60470, 0.47545], [4.01700, -0.08767, 1.04168], [4.98206, -1.12841, -0.95235], [6.02317, -1.35050, -1.55107], [3.79593, -1.28807, -1.38382], [2.28486, 1.71352, 4.53458], [5.29558, 0.52450, 4.10958], [7.32500, -0.45826, 3.02435], [7.14975, -1.13586, 0.58683], [1.76919, -2.99353, 3.24899], [1.80088, -2.39025, 1.87197], [2.81801, -2.64810, 1.13216], [0.87308, -1.64559, 1.31887], [-0.85452, -1.10768, 2.53039], [-2.35256, 0.13946, 3.67254], [-1.99134, 1.16656, 4.53276], [-0.59635, 1.71454, 4.59783], [-2.94605, 1.73988, 5.37517], [-4.25513, 1.30433, 5.38512], [-5.27971, 1.91333, 6.30042], [-4.60133, 0.27070, 4.52081], [-3.67963, -0.32343, 3.66936], [-4.15965, -1.44278, 2.78697], [-1.78089, -0.65790, 0.69274], [-2.03365, 0.65729, 0.31146], [-1.52422, 1.87470, 1.01898], [-2.77125, 0.87178, -0.85281], [-3.22626, -0.16763, -1.64193], [-4.04337, 0.08573, -2.87571], [-2.89909, -1.46457, -1.26797], [-2.16975, -1.73074, -0.11946], [-1.77976, -3.14614, 0.18770], [2.67326, -3.58185, 3.38516], [0.89204, -3.63398, 3.36450], [1.72016, -2.22222, 4.01934], [0.06984, 1.15602, 3.94255], [-0.21940, 1.68196, 5.62243], [-0.57069, 2.75658, 4.27160], [-2.64489, 2.54536, 6.03725], [-4.83952, 2.69386, 6.91912], [-5.71102, 1.16075, 6.96245], [-6.09990, 2.35590, 5.73390], [-5.62432, -0.08966, 4.51125], [-5.23351, -1.57821, 2.90661], [-3.67138, -2.38713, 3.03816], [-3.95595, -1.24351, 1.73577], [-0.93009, 1.64288, 1.89486], [-2.34665, 2.52761, 1.31669], [-0.85966, 2.42267, 0.34699], [-2.97252, 1.89289, -1.15590], [-3.96187, 1.12463, -3.19552], [-5.09875, -0.12784, -2.69138], [-3.70759, -0.55071, -3.69404], [-3.19529, -2.29077, -1.90110], [-2.17285, -3.81620, -0.57380], [-2.15176, -3.47118, 1.16461], [-0.69000, -3.23325, 0.18666], [-1.68614, -1.78916, -4.62477], [-1.64598, -3.01555, -3.97000], [-0.70590, -3.25941, -2.98732], [0.25273, -2.29466, -2.62101], [0.21881, -1.08046, -3.32147], [-0.74168, -0.82913, -4.28632], [1.17871, -2.55500, -1.61885], [1.78998, -3.80536, -1.75282], [1.80258, -4.72616, -0.70137], [2.44573, -5.94859, -0.81702], [3.07648, -6.30344, -1.99915], [3.05019, -5.40888, -3.06566], [2.42197, -4.18628, -2.94502], [-2.41996, -1.59664, -5.39630], [-2.35918, -3.79031, -4.22748], [-0.69014, -4.21648, -2.48015], [0.97700, -0.34394, -3.10844], [-0.73459, 0.12670, -4.79709], [1.28207, -4.47530, 0.21398], [2.44710, -6.63052, 0.02519], [3.58019, -7.25585, -2.09144], [3.53657, -5.66670, -3.99878], [2.42434, -3.48707, -3.77143], [0.06924, 8.84204, -4.53299], [-0.26517, 7.48290, -3.97631], [-0.77987, 7.30737, -2.90584], [0.18259, 6.15557, -5.10524], [0.43593, 4.80369, -3.99048], [-0.58908, 4.28754, -3.20933], [-0.33550, 3.23463, -2.35129], [0.93256, 2.65936, -2.27129], [1.95210, 3.18213, -3.07392], [1.70867, 4.24495, -3.91995], [1.19500, 1.52312, -1.45319], [1.46371, 0.47488, -0.89735], [-0.43271, 9.60826, -3.94872], [-0.21570, 8.90896, -5.58311], [1.15050, 8.97692, -4.48130], [-1.58061, 4.71124, -3.27199], [-1.13453, 2.83340, -1.74719], [2.93551, 2.73607, -3.02201], [2.50430, 4.64391, -4.53484]], "atomic_forces_ev_per_a": [[-0.480, -0.568, -0.453], [-0.238, 0.027, -0.067], [-0.210, -0.012, -0.495], [0.448, -0.207, 0.495], [-0.155, -0.152, -0.433], [-0.116, -0.012, -0.320], [-0.010, -0.063, -0.321], [0.003, 0.062, 0.290], [-0.025, 0.001, 0.227], [0.313, 0.308, 0.910], [0.204, 0.049, 0.041], [0.051, 0.022, -0.049], [-0.429, 0.097, 0.150], [0.010, -0.001, -0.066], [0.004, 0.038, -0.007], [0.022, -0.025, -0.012], [0.039, -0.004, 0.013], [-0.028, -0.054, 0.078], [-0.020, -0.092, -0.130], [0.137, 0.223, -0.180], [0.520, 0.548, 0.403], [-0.378, -0.199, -0.213], [0.054, -0.128, -0.039], [0.011, 0.074, 0.026], [0.159, 0.055, -0.055], [0.009, 0.006, -0.005], [-0.024, -0.039, -0.023], [-0.027, 0.013, 0.018], [-0.003, 0.043, 0.014], [-0.071, 0.064, -0.001], [-0.020, -0.056, -0.040], [0.107, 0.151, 0.046], [-0.144, -0.020, -0.098], [0.152, 0.116, 0.067], [0.017, -0.067, 0.002], [-0.018, -0.006, 0.019], [-0.044, 0.024, -0.045], [-0.019, -0.025, 0.069], [0.040, -0.040, -0.088], [-0.055, -0.108, 0.069], [-0.001, -0.024, 0.012], [0.019, 0.019, -0.004], [0.002, 0.031, 0.001], [0.104, 0.036, 0.027], [0.056, -0.036, 0.026], [-0.010, 0.018, -0.021], [0.012, 0.027, 0.022], [0.013, 0.024, 0.020], [-0.010, -0.014, 0.014], [-0.029, 0.015, -0.023], [-0.051, -0.015, 0.002], [-0.028, -0.033, 0.011], [0.036, -0.022, -0.006], [-0.029, 0.004, -0.005], [0.049, -0.041, 0.096], [0.007, 0.033, 0.027], [-0.054, 0.023, 0.039], [-0.068, 0.051, 0.007], [-0.002, 0.029, 0.003], [-0.031, 0.003, 0.009], [-0.032, 0.025, 0.058], [0.001, -0.001, 0.001], [-0.030, -0.033, 0.012], [0.000, 0.017, -0.014], [-0.058, -0.011, -0.054], [0.048, -0.113, -0.027], [0.019, 0.039, -0.127], [0.120, -0.095, -0.030], [0.050, 0.069, 0.006], [-0.014, 0.075, 0.021], [-0.009, 0.001, 0.009], [0.078, -0.035, -0.047], [-0.150, -0.171, 0.187], [-0.018, -0.048, 0.067], [0.034, -0.029, 0.004], [-0.003, 0.037, -0.031], [0.033, -0.126, 0.011], [0.014, 0.072, -0.054], [-0.034, -0.002, -0.050], [-0.045, -0.032, -0.005], [0.018, -0.043, -0.017], [-0.011, -0.008, -0.004], [0.007, 0.041, -0.036], [0.035, 0.021, -0.005], [-0.011, -0.038, 0.014], [0.028, -0.056, -0.008], [0.029, -0.007, -0.018], [-0.003, 0.028, -0.014], [-0.021, -0.015, -0.068], [-0.158, -0.100, 0.085], [0.224, 0.034, -0.084], [0.095, 0.093, 0.043], [-0.051, -0.015, -0.002], [-0.029, 0.065, -0.069], [-0.095, 0.002, 0.024], [0.041, 0.011, -0.085], [0.050, -0.043, 0.021], [-0.028, 0.070, -0.024], [0.082, -0.317, 0.268], [0.056, 0.423, 0.011], [-0.015, 0.030, 0.001], [-0.016, 0.004, -0.019], [-0.014, 0.028, 0.027], [-0.027, 0.026, 0.003], [-0.006, -0.051, -0.018], [0.020, -0.022, -0.011], [0.024, 0.028, -0.006]], "charge": -1, "e_homo_ev": [-3.8, -3.8], "spin_multiplicity": 6, "s_squared": 8.822}



Number 1: E_tot -346076.925 eV. Number 2: E_tot -10437.447 eV. Number 3: E_tot -117764.856 eV.